C4H6N2O in the gas phase, computed with ωB97M-V with the def2-TZVPD basis set.

ORCA input file:
```
! wB97M-V def2-TZVPD RIJCOSX def2/J DEFGRID3
* xyz 0 1
H 0.483 2.664 -0.361
N -0.162 1.889 -0.202
C 0.460 0.773 -0.169
N 1.813 0.562 -0.327
C -0.362 -0.460 0.149
O 0.428 -1.370 0.903
C -1.527 -0.969 -0.599
C -1.793 -0.203 0.417
H 2.138 -0.305 0.077
H 2.404 1.358 -0.129
H 0.193 -2.256 0.601
H -1.874 -1.593 -1.409
H -2.461 0.442 0.963
*
```

frontier orbital gap	10.11	eV
relative energy (zero: lowest compared OMol25 entry of this formula, charge and spin)	72.8	kcal/mol
SMILES	[H]/N=C(\N)C1(O)C=C1